116
Properties=species:S:1:pos:R:3 method="wB97M-V/def2-TZVPD" homo_lumo_gap_ev=6.5 homo_ev=-12.62 multiplicity=1 lumo_ev=-6.099 charge=+2
Au 0.151 -0.310 0.318
C -2.040 2.903 -1.081
Si -1.740 1.640 0.232
C -1.450 2.578 1.804
C -2.064 3.837 1.904
C -1.938 4.591 3.057
C -1.179 4.116 4.122
C -0.549 2.888 4.026
C -0.681 2.126 2.866
P 0.236 0.585 2.664
C -0.210 -0.460 4.069
C -1.375 -0.216 4.796
C -1.682 -1.002 5.898
C -0.844 -2.043 6.267
C 0.291 -2.323 5.517
C 0.599 -1.545 4.413
C 1.953 1.164 2.958
C 2.662 0.905 4.128
C 3.925 1.454 4.322
C 4.479 2.285 3.361
C 3.767 2.565 2.199
C 2.520 1.998 1.995
C -3.205 0.493 0.249
C -4.431 1.174 0.297
C -5.632 0.490 0.211
C -5.636 -0.889 0.042
C -4.436 -1.578 -0.013
C -3.223 -0.898 0.110
P -1.680 -1.833 0.101
C -1.688 -2.976 1.508
C -2.749 -3.108 2.395
C -2.708 -4.080 3.390
C -1.613 -4.920 3.499
C -0.534 -4.775 2.632
C -0.568 -3.800 1.650
C -1.810 -2.893 -1.379
C -1.850 -4.283 -1.354
C -1.936 -4.998 -2.546
C -1.985 -4.336 -3.762
C -1.962 -2.946 -3.794
C -1.879 -2.238 -2.609
H -2.937 3.468 -0.805
H -2.232 2.455 -2.052
H -1.211 3.607 -1.160
H -2.655 4.232 1.088
H -2.422 5.556 3.124
H -1.068 4.712 5.018
H 0.062 2.530 4.846
H -2.030 0.601 4.525
H -2.575 -0.794 6.473
H -1.079 -2.645 7.136
H 0.936 -3.147 5.793
H 1.483 -1.772 3.829
H 2.231 0.291 4.908
H 4.465 1.248 5.238
H 5.453 2.728 3.523
H 4.181 3.230 1.452
H 1.979 2.221 1.080
H -4.456 2.254 0.407
H -6.566 1.034 0.260
H -6.573 -1.422 -0.050
H -4.439 -2.653 -0.157
H -3.614 -2.462 2.317
H -3.543 -4.187 4.071
H -1.592 -5.686 4.265
H 0.326 -5.425 2.722
H 0.273 -3.687 0.970
H -1.817 -4.818 -0.415
H -1.972 -6.080 -2.519
H -2.050 -4.899 -4.685
H -2.013 -2.421 -4.740
H -1.874 -1.155 -2.631
F 4.227 -3.232 -4.619
C 3.373 -2.336 -4.115
C 2.454 -2.751 -3.170
C 1.579 -1.812 -2.639
C 1.624 -0.482 -3.054
C 2.560 -0.102 -4.019
C 3.444 -1.028 -4.556
Sb 0.246 0.950 -2.310
C -0.794 1.344 -4.105
C -2.120 0.933 -4.264
C -2.779 1.131 -5.470
C -2.092 1.748 -6.497
F -2.714 1.939 -7.661
C -0.787 2.186 -6.363
C -0.138 1.983 -5.155
C 1.518 2.641 -2.219
C 2.792 2.517 -1.660
C 3.644 3.611 -1.601
C 3.202 4.824 -2.095
F 4.024 5.875 -2.047
C 1.944 4.988 -2.639
C 1.103 3.885 -2.700
H 2.428 -3.791 -2.871
H 0.849 -2.135 -1.907
H 2.613 0.924 -4.363
H 4.173 -0.752 -5.307
H -2.664 0.462 -3.452
H -3.804 0.820 -5.619
H -0.300 2.679 -7.193
H 0.881 2.333 -5.045
H 3.121 1.564 -1.261
H 4.643 3.540 -1.189
H 1.643 5.958 -3.012
H 0.120 4.007 -3.140
C 4.086 -1.369 1.633
S 3.339 -1.489 0.027
C 4.698 -0.930 -0.962
O 2.349 -0.321 -0.018
H 4.947 -2.039 1.657
H 3.349 -1.694 2.365
H 4.378 -0.333 1.813
H 5.438 -1.732 -1.005
H 5.121 -0.026 -0.522
H 4.304 -0.742 -1.961

18
Properties=species:S:1:pos:R:3 method="wB97M-V/def2-TZVPD" homo_lumo_gap_ev=9.1 homo_ev=-8.46 multiplicity=1 lumo_ev=0.620
C -2.164 0.375 1.107
N -1.167 0.219 0.056
C 0.000 1.078 0.240
C 0.603 1.496 -1.083
S 1.296 0.068 -2.014
S 2.856 -0.495 -0.755
H -2.613 1.367 1.055
H -2.928 -0.382 0.959
H -1.745 0.216 2.101
H -0.829 -0.742 0.059
H 0.783 0.634 0.859
H -0.282 1.987 0.780
H -0.086 1.976 -1.756
H 1.500 2.087 -0.884
H 3.460 0.699 -0.881
O 0.560 -3.173 0.218
H 0.237 -3.971 0.654
H 0.517 -3.438 -0.716

19
Properties=species:S:1:pos:R:3 method="wB97M-V/def2-TZVPD" s2=0.761 homo_lumo_gap_ev="5.4 / 5.2" homo_ev="-1.15 / -0.90" multiplicity=2 lumo_ev="4.242 / 4.261" charge=-1
O 2.007 -0.185 -0.398
C 1.744 -0.270 1.073
C 0.341 -0.083 1.497
C -0.657 0.802 0.790
C -0.868 0.085 -0.520
C -1.176 -1.374 -0.457
C -1.170 1.035 -1.641
H 2.437 0.509 1.409
H 0.223 -0.504 2.513
H 2.158 -1.255 1.342
H -0.108 1.769 0.639
H -1.568 0.984 1.399
H 0.954 -0.150 -0.665
H -0.398 -2.129 -0.825
H -1.393 -1.655 0.569
H -2.086 -1.610 -1.051
H -0.912 0.704 -2.645
H -0.629 1.982 -1.507
H -2.265 1.302 -1.643

15
Properties=species:S:1:pos:R:3 method="wB97M-V/def2-TZVPD" homo_lumo_gap_ev=7.2 homo_ev=-3.72 multiplicity=1 lumo_ev=3.509 charge=-1
C 0.378 -1.317 0.987
C -0.524 -0.748 0.178
C -1.162 0.426 -2.975
C -0.747 0.657 0.061
C -0.040 1.019 -2.082
O -1.881 1.318 -3.450
O -1.208 -0.798 -3.106
O -0.021 1.552 0.823
F 1.196 0.442 -2.099
H 0.525 -2.382 1.007
H 0.983 -0.742 1.675
H -1.114 -1.351 -0.497
H -1.729 1.033 -0.169
H 0.069 2.102 -2.076
H 0.885 1.219 0.854

13
Properties=species:S:1:pos:R:3 method="wB97M-V/def2-TZVPD" homo_lumo_gap_ev=10.6 homo_ev=-9.79 multiplicity=1 lumo_ev=0.855
N 2.344 0.288 1.593
C 1.615 0.019 0.737
C 1.061 0.232 -0.584
C -0.132 -0.473 -1.058
C -0.846 -0.850 0.238
C -1.077 0.671 0.407
N -0.181 0.992 -0.754
H 1.861 0.520 -1.248
H -0.173 -0.891 -2.063
H -1.709 -1.533 0.202
H 0.039 -1.115 0.987
H -2.054 1.101 0.162
H -0.748 1.039 1.382

82
Properties=species:S:1:pos:R:3 method="wB97M-V/def2-TZVPD" homo_lumo_gap_ev=7.3 homo_ev=-7.72 multiplicity=1 lumo_ev=-0.446
Tl 0.804 -1.743 -1.257
C 1.810 4.751 1.813
O 2.194 4.262 3.084
C 3.163 3.314 3.127
C 3.784 2.780 2.002
C 4.741 1.786 2.147
C 5.086 1.324 3.410
C 4.504 1.908 4.535
C 3.534 2.878 4.400
N 6.102 0.348 3.676
N 6.251 -0.652 2.969
C 5.331 -0.966 1.919
C 5.879 -1.228 0.686
C 5.089 -1.416 -0.460
C 3.710 -1.368 -0.375
O 2.937 -1.397 -1.444
C 3.129 -1.242 0.940
N 1.780 -1.332 1.006
C 1.165 -1.262 2.158
C 1.874 -1.109 3.364
C 3.236 -1.016 3.327
C 3.920 -1.056 2.090
H 1.070 5.524 1.995
H 1.363 3.957 1.206
H 2.661 5.182 1.279
H 3.523 3.116 1.008
H 5.207 1.370 1.262
H 4.818 1.574 5.516
H 3.057 3.321 5.263
H 6.958 -1.229 0.599
H 5.552 -1.562 -1.427
H 0.086 -1.371 2.127
H 1.338 -1.081 4.303
H 3.799 -0.930 4.246
C -0.985 -2.537 -0.445
Ge -2.630 -1.926 -1.289
C -4.044 -2.829 -0.268
C -5.382 -2.549 -0.548
C -6.406 -3.145 0.173
C -6.103 -4.034 1.195
C -4.779 -4.319 1.490
C -3.759 -3.719 0.763
C -2.875 -2.328 -3.194
C -2.103 -1.677 -4.157
C -2.234 -1.972 -5.505
C -3.145 -2.935 -5.915
C -3.916 -3.597 -4.972
C -3.782 -3.293 -3.624
C -2.896 -0.012 -0.987
C -3.255 0.883 -1.992
C -3.512 2.218 -1.698
C -3.421 2.672 -0.390
C -3.074 1.788 0.624
C -2.818 0.459 0.325
H -0.876 -3.586 -0.777
H -5.633 -1.849 -1.340
H -7.438 -2.913 -0.059
H -6.899 -4.501 1.762
H -4.538 -5.010 2.288
H -2.727 -3.944 1.014
H -1.376 -0.928 -3.852
H -1.625 -1.454 -6.236
H -3.250 -3.170 -6.967
H -4.625 -4.353 -5.286
H -4.392 -3.820 -2.899
H -3.340 0.540 -3.017
H -3.782 2.905 -2.490
H -3.611 3.712 -0.162
H -3.007 2.138 1.647
H -2.554 -0.227 1.124
N -1.740 5.021 -0.792
C -0.926 4.222 -0.930
C 0.148 3.287 -1.108
C 1.442 3.770 -1.289
C 2.462 2.854 -1.454
C 2.153 1.502 -1.434
N 0.913 1.032 -1.262
C -0.074 1.913 -1.105
H 1.626 4.836 -1.304
H 3.484 3.170 -1.605
H 2.919 0.752 -1.574
H -1.073 1.519 -0.967

10
Properties=species:S:1:pos:R:3 method="wB97M-V/def2-TZVPD" homo_lumo_gap_ev=8.2 homo_ev=-14.97 multiplicity=1 lumo_ev=-6.731 charge=+1
N -2.333 -0.542 -0.553
C -1.251 -0.090 -0.687
C -0.034 0.486 -0.686
C 1.007 0.057 0.111
C 1.032 -1.239 0.858
O 1.085 -2.381 0.534
H -3.273 -0.315 -0.298
H 0.041 1.330 -1.217
H 1.779 0.716 0.207
H 1.056 -0.960 2.057

45
Properties=species:S:1:pos:R:3 method="wB97M-V/def2-TZVPD" homo_lumo_gap_ev="5.7 / 5.7" homo_ev="-17.72 / -17.72" multiplicity=1 lumo_ev="-12.036 / -12.037" charge=+3
C -0.443 -2.521 -2.336
C 0.387 -1.636 -1.380
H -0.530 -3.492 -1.835
H -0.268 -2.780 -3.407
H -1.414 -2.022 -2.244
O -0.244 -1.647 -0.242
I 2.105 2.043 0.230
Ti -0.856 -0.012 0.503
P -3.083 0.625 0.356
C -3.238 0.689 2.143
C -3.383 2.229 -0.339
H -4.426 2.457 -0.146
H -5.128 -0.309 -0.102
H -3.170 2.215 -1.409
H -4.019 -0.532 -1.486
H -2.635 1.494 2.572
H -2.741 2.976 0.129
C -4.131 -0.589 -0.404
H -4.294 0.881 2.298
H -3.886 -1.594 -0.068
H -2.960 -0.256 2.616
P 2.053 -0.957 -1.736
C 3.117 -1.117 -0.278
C 2.315 -2.442 -2.693
H 1.843 0.624 -3.623
H 3.424 -0.138 -3.457
H 3.027 1.245 -2.461
C 2.608 0.329 -2.899
H 1.626 -2.367 -3.532
H 3.345 -2.427 -3.024
H 3.923 -1.772 -0.611
H 2.624 -1.567 0.582
H 2.075 -3.280 -2.030
H 3.535 -0.149 0.030
Cl -0.754 0.773 -1.763
N 2.174 2.280 3.396
C 0.798 1.677 3.467
C 0.899 0.332 2.755
O 2.012 -0.221 2.623
O -0.256 -0.109 2.308
H 2.830 1.516 3.509
H 2.311 3.009 4.085
H 2.261 2.664 2.402
H 0.487 1.525 4.512
H 0.080 2.356 2.986

Number 1: energy -117612.7238 eV. Number 2: energy -28497.1627 eV. Number 3: energy -8460.1365 eV. Number 4: energy -14141.0561 eV. Number 5: energy -8259.1416 eV. Number 6: energy -115786.7896 eV. Number 7: energy -7739.6359 eV. Number 8: energy -80713.8014 eV.